The following is a DFT calculation (wB97M-V/def2-TZVPD) of an isolated molecule of C4H7NO.

Computed properties:
HOMO ... -0.35749 hartree
LUMO ... 0.983 eV
Gap between HOMO and LUMO ... 10.71 eV
Energy relative to the best compared isomer or geometry (same formula, charge and spin) ... 43.7 kcal/mol

Bonds (Å) are listed after each position.
Cartesian coordinates (Å):
1 C 0.063 1.518 -0.351  N2 1.461, H7 1.096, H8 1.092, H9 1.095
2 N 0.151 0.064 -0.471  C1 1.461, C4 1.428, C5 1.389
3 C -1.400 -1.335 0.642  C4 1.317, H10 1.076, H11 1.084
4 C -0.355 -0.538 0.721  N2 1.428, C3 1.317, H12 1.096
5 C 1.395 -0.496 -0.731  N2 1.389, O6 1.206, H13 1.107
6 O 2.442 0.103 -0.744  C5 1.206
7 H -0.890 1.763 0.132  C1 1.096
8 H 0.067 1.973 -1.344  C1 1.092
9 H 0.889 1.919 0.244  C1 1.095
10 H -1.983 -1.582 1.511  C3 1.076
11 H -1.708 -1.678 -0.339  C3 1.084
12 H 0.115 -0.195 1.649  C4 1.096
13 H 1.297 -1.581 -0.925  C5 1.107